1.
65
Properties=species:S:1:pos:R:3:forces:R:3 method="wB97M-V/def2-TZVPD" charge=+1 spin_multiplicity=2 max_force_ha_per_bohr=0.0162 e_above_lowest_kcal_mol=1.4 mol_weight_g_mol=680.2 orbital_gap_ev="7.1 / 6.6" energy_ev=-71596.5074 s_squared=0.7565
Ru 0.1342 0.0439 0.2200 -0.3 -0.3 0.0
Cl -0.6726 -7.1348 -0.3579 0.0 0.1 0.0
C -0.7124 -5.4399 0.0011 0.0 -0.1 0.0
C -1.3087 -4.9973 1.1877 0.0 0.0 0.0
C -1.3374 -3.6590 1.4904 0.0 -0.1 0.0
C -0.7627 -2.7067 0.6326 0.0 0.2 0.1
O -0.8125 -1.4425 1.0251 -0.3 -0.1 0.0
C -0.1835 -3.1549 -0.5732 0.1 0.0 -0.1
C 0.3933 -2.2954 -1.5642 -0.1 -0.1 -0.1
N 0.5052 -1.0167 -1.4751 0.3 0.3 -0.2
C 1.1387 -0.2339 -2.4968 -0.2 -0.1 0.4
C 1.6248 -0.6900 -3.6861 0.1 0.0 -0.2
C 2.2609 0.1910 -4.5903 0.0 -0.1 0.1
C 2.3975 1.5151 -4.3023 0.0 0.1 0.1
C 1.8941 2.0224 -3.0803 0.0 0.0 -0.1
C 1.9878 3.3823 -2.7072 0.0 0.0 -0.1
C 1.4781 3.8024 -1.5135 -0.1 0.0 0.1
C 0.8763 2.8604 -0.6654 0.1 0.1 0.0
N 0.7758 1.5858 -0.9775 0.2 -0.1 -0.3
C 1.2705 1.1417 -2.1855 -0.1 0.0 0.2
C -0.1719 -4.5353 -0.8678 0.0 0.0 0.0
H -1.7483 -5.7199 1.8624 0.0 0.0 0.0
H -1.8004 -3.3034 2.4010 0.0 0.0 0.0
H 0.7533 -2.7949 -2.4599 0.0 0.0 0.0
H 1.5431 -1.7319 -3.9621 0.0 0.0 0.0
H 2.6481 -0.2038 -5.5194 0.0 0.0 0.0
H 2.8855 2.1880 -4.9951 0.0 0.0 0.0
H 2.4686 4.0829 -3.3788 0.0 0.0 0.0
H 1.5378 4.8354 -1.2036 0.0 0.0 0.0
H 0.4771 3.1542 0.2967 0.0 0.0 0.0
H 0.2720 -4.8789 -1.7938 0.0 0.0 0.0
C 4.6523 -4.8435 4.7992 0.0 0.0 0.0
C 4.2810 -3.8029 3.7793 0.0 0.0 0.0
C 2.9825 -3.7186 3.2805 0.0 0.0 0.0
C 2.6371 -2.7550 2.3495 0.0 0.0 0.0
C 3.6059 -1.8593 1.9160 0.0 0.0 0.1
C 4.9076 -1.9210 2.3942 0.0 0.0 0.0
C 5.2347 -2.8964 3.3210 0.0 0.0 0.0
S 3.1985 -0.6741 0.6835 0.4 -0.2 0.0
O 2.9087 -1.3761 -0.5312 0.0 0.0 0.0
O 4.2029 0.3503 0.6644 -0.1 0.0 0.0
N 1.7650 -0.0463 1.2414 0.2 0.8 0.3
C 1.8134 0.7767 2.4082 0.1 -0.2 0.0
C 2.8792 0.9840 3.2504 0.0 0.0 0.0
C 2.7362 1.7979 4.3986 0.0 0.0 -0.1
C 1.5561 2.4046 4.7172 0.0 0.0 0.0
C 0.4415 2.2223 3.8676 0.0 0.0 0.0
C -0.8307 2.8004 4.0762 0.0 0.0 0.0
C -1.8457 2.5625 3.1907 0.0 0.0 0.0
C -1.5989 1.7489 2.0723 0.0 0.0 0.1
N -0.4205 1.2105 1.8487 -0.2 0.0 -0.1
C 0.5953 1.4174 2.7288 -0.1 -0.1 -0.1
H 3.8424 -5.5536 4.9561 0.0 0.0 0.0
H 4.8830 -4.3755 5.7578 0.0 0.0 0.0
H 5.5384 -5.3958 4.4854 0.0 0.0 0.0
H 2.2330 -4.4200 3.6264 0.0 0.0 0.0
H 1.6267 -2.6944 1.9633 0.0 0.0 0.0
H 5.6459 -1.2147 2.0370 0.0 0.0 0.0
H 6.2496 -2.9563 3.6956 0.0 0.0 0.0
H 3.8386 0.5420 3.0441 0.1 0.0 0.0
H 3.5989 1.9385 5.0361 0.0 0.0 0.0
H 1.4604 3.0221 5.6004 0.0 0.0 0.0
H -0.9907 3.4277 4.9445 0.0 0.0 0.0
H -2.8304 2.9830 3.3342 0.0 0.0 0.0
H -2.3800 1.5335 1.3535 0.0 0.0 0.0

2.
42
Properties=species:S:1:pos:R:3:forces:R:3 method="wB97M-V/def2-TZVPD" spin_multiplicity=1 max_force_ha_per_bohr=0.2483 e_above_lowest_kcal_mol=264.0 mol_weight_g_mol=252.2 orbital_gap_ev=7.5 energy_ev=-29110.2029
H -0.2001 0.4708 -0.6058 -0.3 0.4 0.1
H 0.8614 0.5840 0.4987 -0.7 0.5 0.1
H -5.0249 1.1277 0.8462 -2.2 0.6 -0.3
H -3.6945 1.1081 0.0980 -0.3 -0.2 1.1
H -3.2408 -3.1375 1.2031 1.4 -0.3 -0.7
H -3.0494 -2.8785 -0.2088 -1.4 1.4 -3.0
H 0.8429 -2.1440 1.9745 -2.4 1.6 -0.2
H -0.3365 -2.1695 1.0633 -1.2 -0.7 -1.5
H 2.3599 3.7772 0.0799 -1.9 -1.2 0.3
H 0.8236 3.1217 0.0241 -0.5 1.0 -0.1
H 1.9749 -0.3657 3.6692 0.1 -0.2 0.5
H 2.9454 0.2138 2.6292 1.7 0.3 -0.2
H -5.5041 -0.9352 -1.4489 1.6 -1.1 -0.3
H -4.1079 -1.5611 -1.1561 2.4 0.3 2.8
H 2.3721 1.9573 -3.4390 -1.2 -1.7 1.1
H 2.1920 0.9032 -2.3146 1.8 -1.0 3.3
H 0.4455 -2.1614 -1.7923 1.0 1.0 0.0
H -0.8841 -1.9259 -2.4729 0.4 0.0 0.0
H 4.0742 3.4735 -1.1746 -0.2 -0.5 1.0
H 5.1887 2.7857 -0.4099 -2.3 0.5 0.7
H 2.3058 -0.9845 0.5524 0.2 -1.4 2.2
H 2.4491 -0.8020 -0.8646 -0.5 1.3 1.1
H -2.8228 2.3763 -1.3843 2.5 0.1 0.4
H -1.2070 2.5610 -1.5822 -0.6 0.0 -0.3
H 2.9552 2.0564 4.2231 1.7 -0.3 0.0
H 1.6421 1.8993 3.5912 -0.5 -0.2 -0.5
H -0.9515 -4.5617 -1.9325 0.8 -2.5 -2.9
H -1.8159 -4.3244 -0.7747 0.8 -0.5 0.1
O 0.2373 -0.0142 0.0980 -6.8 1.8 -0.7
O -4.1332 0.9192 0.9590 2.6 -0.5 -0.7
O -2.5749 -3.2544 0.4661 -0.5 -0.7 4.6
O -0.0168 -1.6144 1.7434 3.3 -2.1 2.9
O 1.7452 2.9993 0.2062 1.6 0.2 0.2
O 2.0537 0.0039 2.7960 -1.7 -0.3 -0.5
O -4.7534 -1.5024 -1.7843 -4.0 1.0 -2.5
O 1.7912 1.2251 -3.0560 -0.8 2.9 -4.2
O -0.3605 -2.6188 -2.0191 4.3 9.3 -5.5
O 4.2049 3.0417 -0.2933 3.1 0.0 -1.9
O 2.1010 -0.3125 -0.0509 8.2 -1.8 -4.1
O -1.8999 2.2551 -0.9832 -1.9 0.0 -0.3
O 2.0733 2.3427 4.3171 -1.2 0.8 0.6
O -1.0612 -3.9349 -1.2904 -6.7 -7.7 7.7

3.
21
Properties=species:S:1:pos:R:3:forces:R:3 method="wB97M-V/def2-TZVPD" charge=+1 spin_multiplicity=1 max_force_ha_per_bohr=0.0830 e_above_lowest_kcal_mol=59.8 mol_weight_g_mol=104.2 orbital_gap_ev=9.6 energy_ev=-8941.4153
C 0.7875 -1.0913 -1.8631 3.0 2.3 0.4
C -0.4384 -0.2718 -1.7592 0.0 2.3 3.2
C 0.0148 0.8437 -0.6538 -0.7 0.9 -1.2
C -0.7451 1.4169 0.3208 0.1 -3.1 -2.6
C -0.3239 2.4739 1.1892 3.0 2.1 -2.2
N 1.2267 -1.6105 -0.4701 2.0 -1.5 -2.9
H 1.6954 -0.3867 -2.1870 -1.9 -1.6 0.6
H 0.7842 -1.9024 -2.4926 -0.2 -2.0 -1.5
H -1.2563 -0.7921 -1.2877 -0.4 -0.6 0.0
H -0.8478 0.1616 -2.6672 0.6 0.0 -0.3
H 0.9838 1.3483 -0.9294 -0.7 -0.7 0.5
H -1.7683 1.0495 0.3486 0.0 0.0 0.5
H -0.6419 3.3800 0.6204 0.5 -0.1 0.3
H 0.8555 2.5058 1.2211 -2.5 0.1 0.5
H -0.8832 2.5741 2.0525 -0.5 -0.2 2.2
H 0.6231 -2.2858 -0.0841 -1.6 -0.8 0.7
H 1.2411 -0.7991 0.0946 0.4 1.2 1.4
H 2.1413 -2.1638 -0.5633 -1.2 1.6 0.3
H -1.6734 -1.9671 3.1434 -1.8 -1.7 0.6
H -0.4986 -1.2127 3.2914 -0.6 0.6 -1.1
O -1.2766 -1.2705 2.6755 2.5 1.1 0.4